Version P
An isolated ion of composition C4H10N and charge +1. Source: the OMol25 dataset; level of theory: ωB97M-V with the def2-TZVPD basis set.

Results
2S+1: 1
Lowest unoccupied orbital energy, hartree: -0.129
Net charge: +1
HOMO level, eV: -16.5
SMILES string: C1CC[NH2+]C1

XYZ file:
```
15
C4H10N ωB97M-V with the def2-TZVPD basis set
C 0.563 -0.816 0.781
C -0.934 -0.628 0.640
C -1.076 0.714 -0.081
N 0.230 0.879 -0.827
C 1.129 -0.308 -0.534
H 0.958 -1.811 0.994
H 1.014 -0.250 1.598
H -1.481 -0.615 1.573
H -1.335 -1.451 0.054
H -1.075 1.478 0.690
H -1.940 0.831 -0.720
H 0.666 1.746 -0.505
H 0.128 1.164 -1.807
H 2.139 0.080 -0.507
H 1.014 -1.014 -1.349
```

---

Version Q
A 2-piece molecular cluster, C4H10N overall. Source: the OMol25 dataset; level of theory: ωB97M-V with the def2-TZVPD basis set.

Results
2S+1: 1
Lowest unoccupied orbital energy, hartree: -0.210
Net charge: +1
HOMO level, eV: -13.2

XYZ file:
```
15
C4H10N ωB97M-V with the def2-TZVPD basis set
C -2.076 0.099 -1.261
C -2.601 0.622 -0.157
H -2.699 -0.467 -1.947
H -1.037 0.202 -1.546
H -3.627 0.893 0.027
H -1.874 0.926 0.595
C 0.948 -0.879 1.137
C 1.991 0.570 -0.437
N 2.072 -0.043 0.676
H 0.738 -1.598 0.350
H 1.171 -1.418 2.052
H 0.046 -0.288 1.289
H 1.063 0.613 -0.991
H 2.919 0.807 -0.946
H 2.964 -0.038 1.159
```

---

Name the least stable of them. version Q.

---

Version P
An isolated ion of composition C4H10N and charge +1. Source: the OMol25 dataset; level of theory: ωB97M-V with the def2-TZVPD basis set.

Results
2S+1: 1
Lowest unoccupied orbital energy, hartree: -0.144
Net charge: +1
HOMO level, eV: -14.7
SMILES string: CC/C=C/[NH3+]

XYZ file:
```
15
C4H10N ωB97M-V with the def2-TZVPD basis set
C -0.484 2.160 0.722
C 0.251 0.809 1.139
C 0.266 -0.090 -0.105
C -0.158 -1.323 -0.229
N 0.111 -2.123 -1.485
H -1.454 2.026 0.304
H 0.180 2.886 0.030
H -0.689 2.664 1.735
H -0.045 0.195 1.993
H 1.231 1.080 1.313
H 0.558 0.515 -0.957
H -0.382 -1.927 0.608
H -0.136 -1.506 -2.269
H 1.145 -2.297 -1.497
H -0.391 -3.068 -1.302
```

---

Version Q
A 2-piece molecular cluster, C4H10N overall. Source: the OMol25 dataset; level of theory: ωB97M-V with the def2-TZVPD basis set.

Results
2S+1: 1
Lowest unoccupied orbital energy, hartree: -0.235
Net charge: +1
HOMO level, eV: -11.3

XYZ file:
```
15
C4H10N ωB97M-V with the def2-TZVPD basis set
C 0.813 -3.953 -1.059
N 1.704 -4.166 -0.224
H 0.621 -4.796 -1.759
H -0.066 -3.140 -1.067
H 2.575 -4.581 -0.556
H 1.596 -3.727 0.685
C -0.966 2.985 1.552
C -0.696 3.230 0.105
C -0.680 2.059 -0.638
H -0.615 3.883 2.146
H -0.471 2.104 1.881
H -2.047 2.947 1.792
H -0.210 3.966 -0.601
H -0.281 2.094 -1.724
H -1.278 1.095 -0.534
```

---

Version R
An isolated ion of composition C4H10N and charge +1. Source: the OMol25 dataset; level of theory: ωB97M-V with the def2-TZVPD basis set.

Results
2S+1: 1
Lowest unoccupied orbital energy, hartree: -0.137
Net charge: +1
HOMO level, eV: -15.0
SMILES string: CC/C=C/[NH3+]

XYZ file:
```
15
C4H10N ωB97M-V with the def2-TZVPD basis set
C 0.371 -2.016 0.118
C -0.161 -1.152 -1.017
C -0.199 0.309 -0.628
C -0.036 0.805 0.587
N -0.037 2.295 0.731
H 1.421 -1.863 0.347
H -0.277 -2.002 0.971
H 0.284 -3.070 -0.168
H 0.505 -1.234 -1.865
H -1.189 -1.363 -1.294
H -0.424 1.004 -1.439
H -0.122 0.282 1.526
H -0.948 2.685 0.986
H 0.132 2.656 -0.212
H 0.680 2.661 1.357
```

---

Version S
A 2-piece molecular cluster, C4H10N overall. Source: the OMol25 dataset; level of theory: ωB97M-V with the def2-TZVPD basis set.

Results
2S+1: 1
Lowest unoccupied orbital energy, hartree: -0.222
Net charge: +1
HOMO level, eV: -13.1

XYZ file:
```
15
C4H10N ωB97M-V with the def2-TZVPD basis set
C 1.770 1.554 0.776
C 1.139 2.562 0.157
H 2.050 0.647 0.260
H 2.129 1.648 1.796
H 0.563 2.276 -0.725
H 1.282 3.615 0.336
C -2.059 -0.898 -0.044
C 0.272 -1.345 -0.369
N -0.932 -1.729 -0.570
H -3.063 -1.281 -0.162
H -1.840 -0.803 1.019
H -2.021 0.082 -0.512
H 0.491 -0.664 0.444
H 1.101 -1.951 -0.710
H -1.073 -2.734 -0.668
```

---

Name the least stable of them. version Q.